Below is C42H58O39 as an isolated structure at a distorted geometry, with properties calculated with ωB97M-V/def2-TZVPD.

ORCA input file:
```
! RIJCOSX wB97M-V def2-TZVPD def2/J DEFGRID3
* xyz 0 1
O 4.070 3.376 3.550
O 3.046 5.866 0.055
O -2.089 4.634 -0.884
O -4.729 1.936 1.443
O -3.571 0.308 -2.611
O -1.230 3.748 -2.648
O -1.379 -0.845 -1.933
O 5.151 -0.499 2.803
O -2.338 -6.449 2.599
O 0.794 -0.969 -1.387
O 0.326 0.877 2.748
O -3.413 0.577 -0.385
O 1.773 1.883 -2.131
O -0.313 -4.203 -1.457
O 1.642 4.237 -0.501
O -1.777 -4.587 3.771
O 4.358 -0.386 0.703
O 6.134 2.866 4.494
O -4.660 -2.883 -1.382
O 0.969 0.480 0.322
O 2.485 1.932 1.165
O -3.549 -2.900 0.490
O -0.789 -0.655 3.733
O -1.726 -4.415 1.593
O 0.087 -2.350 -3.003
O 3.178 -1.083 2.304
O -1.995 1.589 -1.895
O 0.249 -4.629 0.626
O -2.539 1.795 1.687
O 0.484 -1.366 1.987
O -0.267 -2.488 -0.067
O 3.866 1.442 -1.190
O 3.015 0.287 -2.888
O 0.863 6.424 -0.453
O -3.920 1.042 3.363
O 4.432 1.371 4.226
O -3.429 3.360 -2.160
O 0.547 2.594 0.069
O -5.331 -4.344 0.272
C 1.759 5.608 -0.289
C 2.000 -1.681 -1.795
C -1.250 0.436 4.296
C -0.663 1.900 -0.124
C -0.033 4.397 -2.025
C -1.158 -3.414 3.567
C -4.622 -3.416 -0.144
C -3.743 1.480 2.185
C -2.714 2.640 0.543
C 3.146 -0.630 0.010
C -1.565 -3.147 2.091
C -1.784 1.686 -3.263
C 0.243 -5.919 -0.006
C -0.052 -5.592 -1.463
C 1.948 0.408 -3.816
C -1.992 -5.243 2.590
C -0.018 -0.454 2.686
C 1.479 1.701 0.536
C -2.322 3.912 -1.923
C -0.250 0.504 -0.354
C -0.266 -1.315 -2.123
C 3.841 4.723 -0.230
C 0.942 1.361 -3.130
C 4.978 2.559 4.119
C -3.667 -1.929 -1.511
C 4.298 -0.622 1.981
C -2.692 0.509 -3.729
C 2.297 -1.049 1.189
C 2.052 -3.105 -3.968
C -0.686 -6.783 0.867
C -2.812 -2.005 -0.302
C 1.378 -2.820 -2.648
C 2.843 3.603 -0.081
C -0.298 1.499 3.798
C 2.934 1.210 -1.959
C 2.968 2.672 3.064
C -2.989 0.749 -1.515
C -4.203 2.770 0.398
C -0.789 5.305 -1.070
C 3.015 1.518 3.970
C -1.067 -0.573 0.328
C -0.097 -3.675 -0.303
H 2.063 3.276 3.008
H -2.085 -0.381 -3.897
H -0.854 -2.568 1.501
H -2.249 2.241 -0.359
H 0.719 -5.976 -2.132
H -0.713 1.604 -3.448
H 3.218 2.867 -0.791
H -2.305 3.638 0.697
H -0.305 -6.767 1.888
H 3.074 2.388 2.017
H 1.463 -0.483 -4.213
H 1.580 -0.275 1.463
H 0.419 1.760 4.577
H 4.572 4.579 0.565
H -4.214 -0.999 -1.668
H 4.304 4.685 -1.216
H -0.517 -1.478 0.587
H 0.516 2.136 -3.768
H 1.220 -6.386 -0.130
H -2.306 2.533 -3.710
H -1.852 -2.407 -0.627
H 2.550 -2.241 -1.040
H -0.631 -7.839 0.601
H 3.232 -1.501 -0.639
H 2.672 -1.097 -2.425
H 2.512 0.766 3.362
H 1.728 -1.959 0.999
H -1.586 -2.738 4.307
H 2.845 0.256 -0.549
H -0.958 -6.105 -1.787
H -2.524 -2.651 1.939
H 1.532 -3.901 -4.500
H 2.769 3.143 0.904
H -2.788 -0.999 0.117
H -4.556 3.783 0.589
H 1.374 -3.741 -2.065
H -0.041 0.245 -1.392
H -3.222 0.749 -4.651
H 2.129 -2.261 -4.653
H -0.793 2.385 3.400
H -1.245 2.023 0.789
H -1.155 0.310 5.375
H -3.081 -2.035 -2.424
H -1.213 2.333 -0.959
H -0.812 6.285 -1.546
H 0.546 3.676 -1.446
H 2.396 1.652 4.858
H 2.985 -3.644 -3.801
H -0.308 5.387 -0.096
H -0.079 -3.537 3.660
H -4.519 2.315 -0.541
H 0.628 4.834 -2.773
H -1.905 -0.895 -0.291
H -1.499 -0.125 1.223
H -1.765 -6.631 0.870
H 2.400 0.954 -4.643
H -2.295 0.587 4.026
H 0.111 0.872 -2.623
*
```

Calculated values
E_HOMO (eV): -8.97
Kohn-Sham gap (hartree): 0.300
Energy above the lowest of the compared OMol25 structures with the same formula, charge and spin (eV): 46.867
E_LUMO (eV): -0.8

=====

Below is a 9-piece molecular cluster, C42H59N9O15 overall at a distorted geometry, with properties calculated with ωB97M-V/def2-TZVPD.

ORCA input file:
```
! RIJCOSX wB97M-V def2-TZVPD def2/J DEFGRID3
* xyz 0 1
O -3.639 -7.377 -2.054
O 2.039 2.753 -7.883
O 2.316 -2.314 5.936
O -6.481 1.294 2.342
O -0.699 -0.504 0.078
O -0.059 -5.020 2.318
O 5.336 -2.001 1.841
O -4.546 -6.774 -4.006
O 1.112 0.390 -0.533
O 3.092 4.154 -2.918
O -3.326 2.194 3.225
O 5.127 3.623 -3.424
O 0.410 1.683 -9.086
O 0.748 -1.658 -1.083
O 7.295 -0.928 1.708
N 6.067 -1.322 1.210
N 2.095 -1.597 3.883
N 0.466 -0.704 -0.396
N -4.950 -0.352 1.786
N 0.983 1.847 -7.960
N 0.143 -6.087 0.317
N -2.668 3.267 2.824
N -3.836 -6.662 -3.057
N 4.243 3.678 -2.643
C 3.383 2.066 0.996
C 3.210 2.740 -0.490
C 0.628 1.483 -6.670
C 4.767 2.125 1.521
C -1.373 0.492 -5.002
C -0.372 0.759 -3.899
C 4.167 -0.753 -0.523
C -0.823 0.830 -6.491
C 0.846 1.442 -4.068
C -1.297 2.764 0.793
C -0.186 -7.432 0.907
C 1.730 -2.481 4.893
C -4.023 -4.096 -3.786
C 3.924 -0.292 -1.929
C -2.474 -4.750 -1.754
C -3.601 -2.758 -3.613
C -1.293 5.654 2.392
C 5.985 2.546 0.841
C -2.718 5.751 2.979
C 0.537 -6.165 -1.138
C -4.739 4.427 3.660
C -4.437 -1.283 0.775
C 4.924 0.199 -2.816
C 6.412 -0.001 -2.498
C -0.527 4.379 2.767
C 5.833 2.977 -0.673
C -5.950 0.502 1.469
C 0.080 -4.903 1.103
C 5.676 -0.874 -0.120
C 3.008 -0.481 3.950
C -3.495 4.442 2.719
C -1.278 3.040 2.407
C -2.316 -3.325 -1.482
C -3.470 -5.279 -2.901
C -4.557 -0.780 3.103
C -0.506 1.867 3.078
C -2.737 -2.413 -2.567
C -4.133 4.391 1.286
C 1.517 -1.805 2.494
C 6.824 -0.351 -1.101
C 4.413 3.063 -1.268
C 1.447 1.838 -5.461
H 1.462 -0.971 1.805
H 4.922 1.603 2.477
H 3.457 -1.112 0.238
H 1.452 -6.283 -1.315
H -3.292 -1.300 0.692
H -4.296 -2.113 -4.177
H -3.493 4.736 0.542
H 0.071 -6.893 -1.451
H -0.764 6.533 2.571
H 0.468 -2.128 2.541
H 0.186 -3.900 0.564
H -0.063 -7.444 1.979
H -0.308 2.535 0.621
H 7.794 -0.585 -0.723
H -1.859 3.449 0.117
H -0.447 4.391 3.829
H 2.374 0.262 3.527
H -1.981 -3.014 -0.583
H -1.182 -7.902 0.801
H 2.374 2.321 -5.650
H 0.268 -5.196 -1.524
H 3.872 -0.693 3.587
H -3.285 6.620 2.491
H -4.885 -1.456 -0.229
H -4.486 4.636 4.674
H -5.391 3.576 3.731
H 0.894 -3.095 4.705
H 2.127 -2.618 2.088
H -5.249 -1.447 3.628
H -0.577 0.411 -2.960
H 1.513 1.496 -3.359
H 2.523 2.859 -0.998
H -5.543 5.297 3.467
H 6.716 3.323 -1.245
H -4.475 3.264 0.991
H 0.586 4.504 2.442
H -6.107 0.643 0.502
H -4.795 -4.550 -4.647
H 0.328 -8.109 0.460
H -1.061 1.117 2.688
H -2.083 -5.615 -1.184
H -0.528 2.008 4.109
H 6.938 2.431 1.279
H -2.688 -1.159 -2.408
H 4.648 0.462 -3.689
H -2.629 5.998 4.054
H -1.400 5.955 1.162
H 3.325 -0.168 4.970
H 7.183 0.123 -3.346
H -2.343 -0.074 -4.838
H 0.379 1.866 2.675
H -4.456 -2.387 1.183
H 2.478 1.575 1.404
H -4.295 0.041 3.930
H -3.681 -1.228 3.138
H -1.242 0.297 -7.401
H -4.957 4.743 1.417
H -1.744 1.755 0.709
H 2.971 -0.531 -2.365
*
```

Calculated values
E_HOMO (eV): -8.73
Kohn-Sham gap (hartree): 0.159
Energy above the lowest of the compared OMol25 structures with the same formula, charge and spin (eV): 3.156
E_LUMO (eV): -4.4

=====

Below is C42H60GeN3O2PRbSSi3 as an isolated structure, with properties calculated with ωB97M-V/def2-TZVPD.

ORCA input file:
```
! RIJCOSX wB97M-V def2-TZVPD def2/J DEFGRID3
* xyz -2 2
Rb 1.093 2.281 -0.560
Ge -1.622 -2.448 -2.452
S -1.634 3.197 -2.019
P -0.646 2.733 2.253
Si 0.012 -4.104 -2.958
Si -3.633 -3.579 -1.863
Si -1.982 -1.065 -4.360
O 3.489 1.874 4.010
O -0.376 4.003 -2.013
N 7.823 4.263 0.489
N 2.070 1.410 2.290
N -1.615 1.760 -1.746
C 2.250 -1.280 0.581
C -3.549 -0.048 -4.187
C -4.772 4.820 2.282
C 0.700 -4.792 -1.343
C -4.798 -2.333 -1.061
C 1.436 -3.430 -3.981
C 3.968 1.324 -2.034
C -1.047 -1.386 -0.894
C 2.337 4.204 4.722
C 3.674 0.496 3.716
C -2.189 -2.208 -5.856
C -3.321 3.131 3.202
C 0.327 3.776 3.375
C 4.004 2.771 -2.080
C 0.470 5.732 4.848
C -3.751 5.223 1.430
C 3.346 -2.170 2.616
C -0.774 -5.525 -3.923
C -2.526 4.572 1.456
C 5.924 1.483 -0.535
C 4.946 3.507 -1.413
C -1.138 -1.317 4.437
C -1.326 0.053 2.471
C 3.066 0.334 2.328
C 2.460 -1.048 2.070
C -1.464 -1.180 3.094
C -0.218 4.926 3.945
C -4.529 -4.365 -3.322
C 4.987 0.736 -1.189
C 3.036 0.580 -2.710
C -3.284 -4.948 -0.606
C -0.493 0.038 -4.617
C -0.690 -0.213 5.151
C 1.675 3.382 3.750
C 2.352 2.232 3.273
C 5.950 2.898 -0.627
C -4.555 3.772 3.163
C -2.292 3.523 2.349
C -0.572 1.026 4.530
C 6.970 3.655 -0.005
C 1.769 5.333 5.242
C -0.887 1.168 3.183
H 4.351 -2.103 2.181
H -1.289 -2.810 -6.024
H -3.913 6.033 0.728
H -1.522 -6.043 -3.311
H 3.106 -0.098 4.447
H 1.828 -0.427 0.054
H -0.090 -0.924 -1.145
H 6.670 0.983 0.071
H -1.739 4.871 0.771
H 3.838 0.518 1.563
H -1.224 -2.282 4.922
H -4.424 -0.691 -4.045
H -1.228 5.212 3.678
H 3.213 -1.471 0.093
H 2.332 5.923 5.957
H 0.005 6.625 5.247
H 1.324 -5.676 -1.513
H -0.208 1.888 5.080
H -1.272 -5.169 -4.832
H -4.207 -5.444 -0.286
H 1.606 -2.144 0.400
H -3.156 2.319 3.900
H 3.445 -2.134 3.704
H 3.270 3.282 -2.695
H -5.250 -1.675 -1.810
H -2.374 -1.627 -6.768
H -1.750 -0.572 -0.722
H 3.054 -0.503 -2.646
H -5.610 -2.825 -0.514
H 1.322 -4.039 -0.854
H -2.617 -5.715 -1.015
H -1.806 -2.037 2.524
H -0.624 0.677 -5.498
H 4.926 4.587 -1.498
H -4.838 -3.606 -4.048
H -3.032 -2.893 -5.716
H 2.317 1.040 -3.379
H -3.458 0.632 -3.335
H -3.718 0.555 -5.088
H 2.938 -3.150 2.351
H 5.013 -0.346 -1.098
H -3.905 -5.098 -3.845
H -5.432 -4.879 -2.968
H 1.494 -1.063 2.588
H -0.930 -2.005 -0.001
H -5.734 5.318 2.252
H 1.104 -3.112 -4.974
H 1.892 -2.561 -3.496
H 3.333 3.921 5.034
H -5.347 3.449 3.829
H -2.804 -4.529 0.285
H -0.423 -0.316 6.197
H -4.254 -1.694 -0.357
H -0.015 -6.258 -4.218
H -0.099 -5.071 -0.650
H 4.734 0.255 3.793
H 2.217 -4.185 -4.119
H 0.429 -0.535 -4.749
H -0.375 0.692 -3.748
H -1.542 0.153 1.411
*
```

Calculated values
<S²>: 0.769
E_HOMO (alpha / beta) (eV): 0.29 / -1.21
Kohn-Sham gap (alpha / beta) (hartree): 0.123 / 0.178
E_LUMO (alpha / beta) (eV): 3.6 / 3.6

=====

Below is a 6-piece molecular cluster, C42H60N5O15 overall at a distorted geometry, with properties calculated with ωB97M-V/def2-TZVPD.

ORCA input file:
```
! RIJCOSX wB97M-V def2-TZVPD def2/J DEFGRID3
* xyz 1 1
O -1.051 4.427 9.813
O 5.162 3.329 -4.696
O 4.617 5.175 -3.462
O -1.314 1.745 3.831
O 0.853 -2.179 -3.782
O -3.388 2.699 0.425
O 1.082 -6.740 0.014
O -4.711 1.422 -0.934
O -1.045 3.684 7.650
O -8.449 -1.893 -0.761
O 5.839 -3.178 -1.010
O -8.455 -1.151 1.403
O 1.260 -4.992 1.479
O 4.659 -5.207 -2.563
O -0.079 -0.299 3.281
N 2.305 -2.445 -1.507
N 4.073 0.335 -1.561
N 3.632 -1.260 0.442
N 7.285 -4.915 0.611
N 3.682 -2.242 -1.709
C 2.023 -4.198 -6.477
C -0.084 0.462 5.813
C -5.874 0.617 -0.749
C -0.807 -6.108 1.387
C 3.848 -4.887 -3.747
C -3.340 3.730 7.240
C 6.586 -4.160 -0.209
C 4.104 -3.517 -4.667
C 5.118 4.672 -4.454
C 4.273 2.906 -1.582
C -0.474 0.593 4.199
C 0.590 -6.006 0.855
C 0.538 3.072 -0.627
C 3.221 -3.141 -6.000
C 3.948 -2.761 0.616
C 5.810 5.419 -5.553
C 3.837 -0.902 -1.015
C -0.720 2.960 1.703
C 0.416 -4.418 2.475
C 4.380 -3.339 -0.877
C -1.988 3.679 6.579
C -4.307 1.911 0.275
C -1.633 4.215 8.762
C -5.842 0.199 0.698
C 1.760 -5.551 -5.583
C -3.070 4.537 8.484
C -5.183 1.378 1.368
C 5.864 4.388 -6.652
C -9.392 -1.898 -1.832
C 2.637 -5.921 -4.211
C 2.787 3.342 -2.152
C -10.474 -1.040 0.073
C 0.631 2.426 0.899
C 5.913 3.092 -5.886
C -9.037 -1.362 0.351
C -0.988 -4.771 2.060
C 3.957 -4.863 -1.303
C 1.814 4.034 -0.998
C 1.609 -2.326 -2.684
C 4.199 1.554 -0.656
C -0.519 2.891 3.362
C -10.745 -1.847 -1.171
H -1.692 -4.793 2.896
H 3.160 -3.376 1.231
H -0.910 4.103 1.469
H 1.398 -3.927 -7.437
H 2.816 -5.033 -1.496
H 3.202 1.577 -0.008
H -0.907 -0.195 6.362
H 4.685 3.820 -0.975
H 1.627 2.746 1.445
H 5.235 6.298 -5.855
H -1.801 4.552 5.945
H 0.682 -4.846 3.448
H -0.858 -6.933 2.103
H 2.367 -6.894 -3.618
H 5.464 2.268 -6.448
H 0.900 -6.282 -5.964
H 0.432 2.170 -1.398
H 2.246 2.483 -2.753
H 4.942 4.434 -7.244
H -6.757 1.219 -0.988
H -5.210 -0.690 0.814
H -3.655 2.717 7.520
H -9.264 -2.805 -2.431
H 2.986 4.212 -2.945
H -11.115 -1.352 0.901
H -1.687 2.335 1.461
H -6.832 -0.036 1.100
H -1.354 -4.039 1.329
H 0.571 -3.335 2.510
H 4.943 -2.757 -4.338
H 0.633 1.256 0.768
H -3.167 5.611 8.302
H 2.477 4.177 -0.044
H -3.711 4.225 9.312
H 0.998 -0.010 5.891
H -9.206 -1.025 -2.465
H 4.335 -0.694 0.990
H 4.843 -2.688 1.395
H -1.860 2.773 5.980
H -11.520 -1.419 -1.811
H -5.909 2.145 1.650
H 4.167 0.372 -2.617
H 1.435 5.094 -1.394
H 6.809 5.707 -5.215
H -11.059 -2.860 -0.891
H -10.571 0.034 -0.109
H 4.279 -5.697 -0.513
H 6.709 4.518 -7.333
H -0.075 1.555 6.232
H -0.463 3.680 -0.710
H -1.014 3.858 3.821
H 3.433 -2.140 -6.585
H 4.922 2.642 -2.536
H -4.116 4.159 6.600
H 0.611 2.869 3.670
H -1.528 -6.251 0.579
H -4.590 1.068 2.232
H 6.935 2.814 -5.605
H 5.085 1.452 0.116
H -5.839 -0.244 -1.423
*
```

Calculated values
E_HOMO (eV): -10.60
Kohn-Sham gap (hartree): 0.257
Energy above the lowest of the compared OMol25 structures with the same formula, charge and spin (eV): 19.170
E_LUMO (eV): -3.6